DFT (ωB97M-V/def2-TZVPD) results for a 3-piece molecular cluster, C20H23BF5NO15PS overall.

Geometry (Å):
1 C 4.29 -1.72 -1.81
2 C 2.83 -2.15 -1.96
3 N 2.54 -3.55 -1.47
4 O 3.37 -4.38 -2.26
5 C 2.84 -3.77 -0.03
6 C 1.84 -3.03 0.90
7 P 2.70 -1.60 1.79
8 O 3.40 -2.00 3.02
9 S 1.35 -4.41 2.04
10 O 0.52 -5.29 1.25
11 O 2.58 -4.89 2.61
12 C 0.23 -3.82 3.45
13 F 0.98 -3.25 4.38
14 F -0.28 -4.98 3.90
15 C -0.95 -2.87 3.09
16 F -1.62 -3.31 2.02
17 F -1.77 -2.81 4.12
18 F -0.48 -1.64 2.83
19 O 0.75 -2.46 0.24
20 C 0.11 -3.26 -0.76
21 C 1.11 -3.92 -1.76
22 B 0.83 -5.51 -1.81
23 O 1.71 -6.43 -1.30
24 O -0.41 -5.88 -2.26
25 H 4.37 -0.83 -1.19
26 H 4.92 -2.49 -1.38
27 H 4.70 -1.47 -2.79
28 H 2.12 -1.49 -1.48
29 H 2.57 -2.20 -3.02
30 H 3.77 -5.02 -1.65
31 H 3.86 -3.45 0.19
32 H 2.79 -4.85 0.15
33 H 3.55 -1.16 0.76
34 H 1.70 -0.63 1.87
35 H -0.50 -4.02 -0.29
36 H -0.55 -2.58 -1.30
37 H 0.89 -3.51 -2.75
38 H 2.14 -6.97 -1.98
39 H -0.69 -5.53 -3.11
40 C -1.89 4.18 2.37
41 C -0.70 3.58 2.39
42 C -0.55 2.09 2.21
43 O 0.58 1.63 2.21
44 C -1.74 1.29 2.04
45 C -2.94 1.89 2.01
46 C -3.08 3.39 2.17
47 O -4.21 3.84 2.08
48 O -4.09 1.25 1.85
49 O 0.45 4.23 2.55
50 H -2.00 5.25 2.48
51 H -1.62 0.23 1.93
52 H -4.79 1.93 1.87
53 H 1.16 3.56 2.52
54 C -4.20 6.85 -2.51
55 C -3.69 6.24 -1.43
56 C -2.20 6.13 -1.21
57 O -1.82 5.56 -0.20
58 C -1.31 6.68 -2.20
59 C -1.82 7.29 -3.28
60 C -3.31 7.42 -3.50
61 O -3.67 8.00 -4.51
62 O -1.09 7.83 -4.25
63 O -4.44 5.71 -0.48
64 H -5.27 6.94 -2.67
65 H -0.24 6.59 -2.04
66 H -1.72 8.21 -4.89
67 H -3.86 5.36 0.22

Calculated values
* charge: +1
* HOMO: -11.1 eV

---

DFT (ωB97M-V/def2-TZVPD) results for one molecule with the formula C20H23BrN2O3S.

Geometry (Å):
1 C -0.25 -5.30 0.34
2 C -0.89 -4.31 1.05
3 C -0.37 -3.84 2.46
4 N -0.24 -2.33 2.54
5 C 1.03 -1.82 2.67
6 S 2.35 -2.46 3.53
7 N 1.41 -0.56 2.10
8 C 2.73 -0.34 1.40
9 C 2.26 -0.37 -0.14
10 C 1.29 0.78 -0.71
11 C 1.62 2.20 -0.32
12 C 1.51 3.21 -1.35
13 C 1.13 3.03 -2.77
14 O 1.61 3.98 -3.68
15 C 1.56 1.63 -3.19
16 C 0.99 0.47 -2.21
17 O -0.42 0.43 -2.43
18 C -1.02 0.66 -1.22
19 C -2.39 0.84 -0.83
20 O -3.40 0.89 -1.69
21 C -4.69 1.40 -1.30
22 C -2.73 1.00 0.51
23 C -1.77 0.93 1.49
24 Br -2.52 0.70 3.24
25 C -0.42 0.76 1.15
26 C -0.08 0.70 -0.19
27 C 0.52 0.63 2.36
28 H -0.56 -5.80 -0.42
29 H 0.80 -5.59 0.55
30 H -1.91 -4.18 0.76
31 H -0.98 -4.18 3.32
32 H 0.67 -4.36 2.53
33 H -0.91 -1.80 2.01
34 H 3.05 0.62 1.68
35 H 3.45 -1.07 1.64
36 H 3.12 -0.37 -0.82
37 H 1.78 -1.29 -0.34
38 H 1.92 2.43 0.69
39 H 1.72 4.23 -1.01
40 H 0.09 3.15 -2.96
41 H 1.51 4.87 -3.26
42 H 0.93 1.61 -4.18
43 H 2.68 1.56 -3.30
44 H 1.43 -0.57 -2.58
45 H -4.60 2.39 -0.90
46 H -5.23 0.67 -0.69
47 H -5.42 1.44 -2.17
48 H -3.68 1.22 0.84
49 H 1.21 1.49 2.37
50 H 0.09 0.62 3.41

Calculated values
* SMILES: C=CCNC(=S)N1CC[C@@]23C=C[C@@H](O)C[C@@H]2Oc2c(OC)cc(Br)c(c23)C1
* ΔE to the lowest compared entry with this formula, charge and spin: 117.2 kcal/mol
* HOMO: -7.5 eV

---

DFT (ωB97M-V/def2-TZVPD) results for C20H23CeCl2N8PS5Sb as an isolated structure.

Geometry (Å):
1 Ce -0.67 1.70 -0.16
2 C 3.86 0.36 -3.22
3 N 3.31 1.15 -2.14
4 C 3.40 2.51 -2.02
5 C 2.64 2.85 -0.94
6 N 2.06 1.72 -0.41
7 C 2.50 0.71 -1.16
8 P 2.20 -1.06 -0.84
9 C 1.70 -0.91 0.90
10 N 0.75 -0.15 1.40
11 C 0.81 -0.32 2.76
12 C 1.82 -1.18 3.07
13 N 2.38 -1.55 1.88
14 C 3.51 -2.46 1.74
15 C 0.59 -1.36 -1.60
16 N -0.57 -0.80 -1.27
17 C -1.48 -1.24 -2.19
18 C -0.87 -2.08 -3.07
19 N 0.44 -2.15 -2.70
20 C 1.47 -2.89 -3.41
21 H 4.50 1.00 -3.83
22 H 3.05 -0.02 -3.86
23 H 4.45 -0.47 -2.83
24 H 3.95 3.11 -2.72
25 H 2.42 3.83 -0.56
26 H 0.15 0.20 3.43
27 H 2.18 -1.56 4.01
28 H 3.77 -2.82 2.74
29 H 4.37 -1.94 1.32
30 H 3.25 -3.31 1.12
31 H -2.49 -0.87 -2.21
32 H -1.25 -2.61 -3.93
33 H 0.98 -3.69 -3.96
34 H 2.17 -3.32 -2.70
35 H 2.00 -2.25 -4.11
36 Cl -2.03 3.85 2.03
37 C -0.42 4.44 2.41
38 Cl 0.77 3.11 2.28
39 H -0.39 4.81 3.43
40 H -0.16 5.19 1.66
41 S -2.20 4.81 -4.27
42 Sb -1.48 3.53 -2.59
43 S -3.11 2.41 -1.24
44 S -0.25 4.50 -0.83
45 S -0.06 1.73 -3.01
46 N -1.83 1.32 4.11
47 C -2.38 0.35 3.32
48 N -2.46 0.42 2.03
49 C -3.15 -0.71 1.55
50 C -3.57 -0.89 0.25
51 C -4.24 -2.05 -0.08
52 C -4.50 -3.04 0.87
53 C -4.12 -2.85 2.19
54 C -3.46 -1.67 2.51
55 S -2.97 -1.11 4.08
56 H -1.84 2.24 3.69
57 H -2.07 1.30 5.09
58 H -3.42 -0.11 -0.49
59 H -4.58 -2.20 -1.10
60 H -5.03 -3.94 0.59
61 H -4.35 -3.58 2.95

Calculated values
* multiplicity: 2
* ΔE to the lowest compared entry with this formula, charge and spin: 1.0 kcal/mol
* HOMO (spin up / spin down): -6.9 / -6.9 eV

---

DFT (ωB97M-V/def2-TZVPD) results for C20H23ClGeI2N2O3PdS as an isolated structure.

Geometry (Å):
1 Pd 0.14 0.75 -0.80
2 I -1.82 6.45 2.70
3 C -1.21 5.16 1.17
4 C 0.15 4.94 0.97
5 C 0.54 4.06 -0.03
6 I 2.52 3.47 -0.26
7 C -0.39 3.40 -0.85
8 O -0.04 2.60 -1.83
9 C -1.75 3.57 -0.54
10 C -2.67 2.58 -1.20
11 N -2.26 1.21 -0.85
12 C -2.65 0.77 0.49
13 C -1.67 1.22 1.54
14 C -2.03 1.90 2.70
15 C -1.05 2.24 3.61
16 C 0.27 1.90 3.35
17 C 0.55 1.23 2.18
18 N -0.40 0.90 1.31
19 C -2.16 4.46 0.44
20 H 0.89 5.42 1.59
21 H -2.60 2.66 -2.28
22 H -3.71 2.77 -0.90
23 H -2.59 0.52 -1.53
24 H -2.63 -0.32 0.46
25 H -3.66 1.09 0.76
26 H -3.07 2.16 2.87
27 H -1.31 2.79 4.51
28 H 1.06 2.16 4.03
29 H 1.56 0.93 1.90
30 H -3.21 4.57 0.67
31 S -1.86 -1.83 -1.90
32 C -0.31 -1.42 -1.48
33 Cl 5.07 -2.21 0.53
34 C 4.14 -0.79 -1.31
35 C 2.76 -0.82 -1.02
36 O 2.11 -1.90 -1.49
37 O 2.17 0.05 -0.32
38 H 4.53 -1.48 -2.04
39 H 4.69 0.09 -1.05
40 C -0.94 -4.98 -0.58
41 Ge 0.74 -4.18 -1.12
42 C 1.11 -4.58 -2.99
43 C 2.16 -4.87 0.02
44 C 0.81 -2.21 -0.90
45 H -0.84 -6.07 -0.57
46 H -1.75 -4.70 -1.26
47 H -1.21 -4.66 0.43
48 H 1.22 -5.65 -3.14
49 H 2.04 -4.08 -3.28
50 H 0.30 -4.21 -3.62
51 H 2.41 -5.90 -0.25
52 H 1.85 -4.85 1.07
53 H 3.06 -4.25 -0.08
54 H 0.92 -2.03 0.18

Calculated values
* multiplicity: 6
* charge: -1
* ΔE to the lowest compared entry with this formula, charge and spin: 36.1 kcal/mol
* HOMO (spin up / spin down): -3.1 / -5.6 eV

---

DFT (ωB97M-V/def2-TZVPD) results for C20H23ClGeIMgNO2S2 as an isolated structure.

Geometry (Å):
1 Mg -0.67 0.24 -0.80
2 C 0.28 2.60 -1.41
3 C -0.83 2.46 -0.52
4 C -0.31 2.53 0.80
5 C 1.08 2.69 0.72
6 C 1.44 2.72 -0.64
7 H 0.21 2.69 -2.49
8 H -1.86 2.67 -0.78
9 H -0.90 2.50 1.71
10 H 1.76 2.75 1.55
11 H 2.45 2.79 -1.02
12 Cl 3.34 -5.07 -2.06
13 C 2.24 -3.69 -2.17
14 C 1.89 -3.26 -3.42
15 C 1.01 -2.17 -3.50
16 I 0.40 -1.47 -5.39
17 C 0.51 -1.49 -2.40
18 O -0.29 -0.46 -2.50
19 C 0.93 -1.95 -1.09
20 N 0.42 -1.29 -0.04
21 C 0.97 -1.58 1.28
22 C 1.46 -3.00 1.40
23 C 1.91 -3.66 0.33
24 C 1.77 -3.09 -1.00
25 H 2.27 -3.73 -4.31
26 H 0.19 -1.40 2.02
27 H 1.47 -3.46 2.38
28 H 2.32 -4.66 0.42
29 C -3.18 0.78 -3.23
30 O -4.10 -0.30 -3.06
31 C -4.23 -0.91 -1.87
32 S -5.41 -2.10 -1.83
33 S -3.30 -0.47 -0.52
34 H -3.33 1.54 -2.46
35 H -3.39 1.19 -4.21
36 H -2.15 0.43 -3.19
37 C 3.39 0.99 4.14
38 Ge 3.03 -0.79 3.33
39 C 2.07 -1.80 4.74
40 C 4.81 -1.65 3.10
41 C 2.14 -0.62 1.59
42 H 3.96 0.88 5.06
43 H 2.46 1.51 4.37
44 H 3.96 1.62 3.45
45 H 2.57 -1.66 5.70
46 H 2.04 -2.86 4.51
47 H 1.04 -1.44 4.84
48 H 5.37 -1.68 4.03
49 H 5.39 -1.08 2.37
50 H 4.69 -2.66 2.72
51 H 2.91 -0.77 0.82
52 H 1.77 0.40 1.48

Calculated values
* charge: -2
* ΔE to the lowest compared entry with this formula, charge and spin: 0.0 kcal/mol
* HOMO: -1.2 eV

---

DFT (ωB97M-V/def2-TZVPD) results for one molecule with the formula C20H23ClN2O4S.

Geometry (Å):
1 O -2.11 -0.22 2.50
2 C -1.26 -0.27 1.64
3 C 0.18 0.17 1.92
4 N 0.87 0.82 0.84
5 C 0.48 2.17 0.47
6 C -0.98 2.30 0.12
7 C -1.90 2.71 1.08
8 C -3.25 2.78 0.78
9 C -3.68 2.43 -0.49
10 Cl -5.36 2.50 -0.87
11 C -2.77 2.03 -1.46
12 C -1.43 1.96 -1.15
13 S 1.63 -0.10 -0.31
14 O 1.76 -1.42 0.23
15 O 1.01 0.05 -1.60
16 C 3.24 0.68 -0.36
17 C 4.04 0.60 0.76
18 C 5.28 1.21 0.75
19 C 5.71 1.90 -0.38
20 C 4.89 1.97 -1.50
21 C 3.65 1.36 -1.49
22 N -1.47 -0.72 0.39
23 C -2.74 -1.25 -0.03
24 C -2.59 -2.71 -0.49
25 C -1.95 -3.62 0.58
26 C -0.53 -3.85 0.05
27 C -0.74 -3.71 -1.46
28 O -1.75 -2.74 -1.63
29 H 0.76 -0.73 2.16
30 H 0.18 0.83 2.80
31 H 1.11 2.44 -0.39
32 H 0.73 2.84 1.31
33 H -1.56 2.97 2.07
34 H -3.96 3.08 1.53
35 H -3.12 1.77 -2.45
36 H -0.72 1.62 -1.89
37 H 3.69 0.05 1.62
38 H 5.92 1.15 1.62
39 H 6.67 2.38 -0.39
40 H 5.23 2.51 -2.38
41 H 3.00 1.39 -2.35
42 H -0.72 -0.77 -0.28
43 H -3.43 -1.18 0.81
44 H -3.12 -0.66 -0.87
45 H -3.59 -3.08 -0.78
46 H -2.49 -4.56 0.64
47 H -1.96 -3.14 1.55
48 H 0.15 -3.08 0.40
49 H -0.13 -4.82 0.32
50 H -1.06 -4.67 -1.90
51 H 0.15 -3.36 -1.99

Calculated values
* SMILES: O=C(CN(Cc1ccc(Cl)cc1)S(=O)(=O)c1ccccc1)NC[C@@H]1CCCO1
* ΔE to the lowest compared entry with this formula, charge and spin: 1.3 kcal/mol
* HOMO: -8.9 eV

---

DFT (ωB97M-V/def2-TZVPD) results for one molecule with the formula C20H23ClN2O6S.

Geometry (Å):
1 C -2.50 -3.73 0.83
2 O -3.05 -2.84 -0.11
3 C -2.86 -1.51 0.06
4 C -3.25 -0.68 -0.99
5 C -3.00 0.67 -0.92
6 C -2.37 1.23 0.18
7 N -2.01 2.60 0.16
8 C -0.78 3.15 0.35
9 O -0.60 4.34 0.26
10 C 0.31 2.18 0.67
11 C 1.21 2.49 1.69
12 C 2.16 1.57 2.11
13 C 2.18 0.31 1.52
14 Cl 3.23 -0.92 2.09
15 C 1.34 0.02 0.46
16 S 1.22 -1.69 -0.10
17 O 2.48 -2.19 -0.55
18 O 0.56 -2.35 0.99
19 N 0.19 -1.74 -1.38
20 C 0.65 -1.75 -2.74
21 C 0.86 -0.36 -3.36
22 C 2.12 0.38 -2.89
23 C 1.70 1.86 -2.87
24 C 0.22 1.81 -3.29
25 O -0.23 0.49 -3.04
26 C 0.42 0.96 0.02
27 C -2.06 0.42 1.28
28 O -1.50 1.03 2.36
29 C -1.03 0.23 3.42
30 C -2.29 -0.95 1.21
31 H -2.64 -4.73 0.41
32 H -1.43 -3.54 0.97
33 H -3.02 -3.67 1.79
34 H -3.72 -1.12 -1.85
35 H -3.27 1.31 -1.75
36 H -2.73 3.26 -0.12
37 H 1.14 3.46 2.17
38 H 2.84 1.80 2.90
39 H -0.73 -1.38 -1.23
40 H 1.60 -2.28 -2.75
41 H -0.08 -2.30 -3.34
42 H 0.90 -0.48 -4.46
43 H 2.95 0.20 -3.56
44 H 2.40 0.04 -1.89
45 H 1.80 2.29 -1.88
46 H 2.28 2.46 -3.57
47 H 0.11 2.03 -4.37
48 H -0.42 2.50 -2.73
49 H -0.20 0.72 -0.83
50 H -0.53 0.92 4.10
51 H -0.32 -0.52 3.07
52 H -1.86 -0.26 3.95
53 H -2.01 -1.58 2.03

Calculated values
* SMILES: COc1ccc(NC(=O)c2ccc(Cl)c(S(=O)(=O)NC[C@@H]3CCCO3)c2)c(OC)c1
* ΔE to the lowest compared entry with this formula, charge and spin: 0.0 kcal/mol
* HOMO: -8.2 eV

---

DFT (ωB97M-V/def2-TZVPD) results for C20H23IrN4O2S as an isolated structure.

Geometry (Å):
1 Ir 1.15 0.18 -0.36
2 O 0.55 -1.85 -0.15
3 N -0.62 -2.19 -0.61
4 N -1.44 -1.14 -0.55
5 O -0.85 0.06 -0.61
6 C -2.78 -1.45 -0.40
7 C -3.25 -2.79 -0.41
8 C -4.59 -3.11 -0.20
9 C -5.50 -2.06 0.05
10 C -5.09 -0.75 0.00
11 C -3.73 -0.41 -0.22
12 H -2.47 -3.54 -0.51
13 H -4.87 -4.17 -0.28
14 H -6.48 -2.26 0.44
15 H -5.79 0.06 0.13
16 H -3.30 0.59 -0.15
17 C 4.23 1.95 1.97
18 C 2.71 1.90 1.76
19 C 2.16 3.36 1.94
20 C 2.41 1.44 0.32
21 C 2.03 0.79 2.63
22 C 2.54 -0.53 2.51
23 C 1.97 -1.57 3.23
24 C 0.76 -1.36 3.91
25 C 0.13 -0.09 3.94
26 C 0.81 0.98 3.32
27 H 4.75 2.81 1.48
28 H 4.80 0.99 1.73
29 H 4.38 2.09 3.05
30 H 2.71 4.10 1.32
31 H 2.29 3.58 3.01
32 H 1.11 3.58 1.58
33 H 3.01 2.03 -0.38
34 H 3.31 -0.72 1.75
35 H 2.42 -2.55 3.24
36 H 0.42 -2.14 4.60
37 H -0.78 0.03 4.56
38 H 0.38 1.99 3.27
39 C -0.63 1.86 -3.40
40 N -0.15 0.54 -3.78
41 C -0.65 -0.25 -4.84
42 C 0.02 -1.41 -4.88
43 N 1.00 -1.34 -3.88
44 C 0.95 -0.12 -3.28
45 S 2.18 0.62 -2.29
46 H -0.84 2.39 -4.28
47 H 0.17 2.40 -2.89
48 H -1.50 1.76 -2.78
49 H -1.47 0.09 -5.43
50 H -0.21 -2.30 -5.46
51 H 1.66 -2.09 -3.71

Calculated values
* multiplicity: 6
* charge: +1
* HOMO (spin up / spin down): -8.8 / -10.8 eV

---

DFT (ωB97M-V/def2-TZVPD) results for one molecule with the formula C20H23N3O3.

Geometry (Å):
1 C -2.69 1.09 3.17
2 C -3.50 1.03 1.89
3 C -4.88 0.84 1.99
4 C -5.66 0.84 0.84
5 N -5.14 1.02 -0.39
6 C -3.80 1.20 -0.51
7 C -3.33 1.39 -1.95
8 C -2.93 1.21 0.60
9 C -1.44 1.40 0.41
10 O -0.99 2.36 -0.19
11 N -0.67 0.42 0.90
12 C 0.79 0.39 0.79
13 C 1.32 0.20 -0.65
14 C 0.89 -1.12 -1.33
15 C 1.60 -2.32 -0.73
16 C 0.96 -3.56 -0.59
17 C 1.63 -4.66 -0.06
18 C 2.95 -4.53 0.34
19 C 3.60 -3.30 0.21
20 C 2.93 -2.18 -0.32
21 C 3.65 -0.83 -0.40
22 N 2.79 0.31 -0.81
23 C 3.40 1.51 -1.01
24 O 4.62 1.63 -0.90
25 C 2.53 2.74 -1.42
26 O 3.30 3.93 -1.62
27 H -1.95 1.89 3.13
28 H -3.32 1.30 4.04
29 H -2.16 0.15 3.34
30 H -5.35 0.71 2.96
31 H -6.73 0.70 0.89
32 H -2.96 2.41 -2.08
33 H -2.53 0.69 -2.19
34 H -4.14 1.23 -2.67
35 H -1.14 -0.37 1.32
36 H 1.20 1.30 1.22
37 H 1.18 -0.41 1.43
38 H 0.82 0.96 -1.24
39 H -0.19 -1.24 -1.26
40 H 1.09 -1.06 -2.40
41 H -0.07 -3.67 -0.91
42 H 1.12 -5.61 0.03
43 H 3.48 -5.38 0.75
44 H 4.63 -3.21 0.53
45 H 4.07 -0.61 0.58
46 H 4.51 -0.91 -1.07
47 H 2.00 2.51 -2.34
48 H 1.79 2.94 -0.64
49 H 2.71 4.68 -1.71

Calculated values
* SMILES: Cc1ccnc(C)c1C(=O)NC[C@@H]1Cc2ccccc2CN1C(=O)CO
* ΔE to the lowest compared entry with this formula, charge and spin: 27.4 kcal/mol
* HOMO: -9.2 eV

---

Q: Which maximum force values were calculated for the entries above? A: 0.898, 7.937, 0.728, 1.263, 0.879, 1.110, 0.957, 2.934, 2.294, in eV Å⁻¹.